# C17H37O6P

A cluster of 5 separate species, C17H37O6P in total (wB97M-V/def2-TZVPD, OMol25).

## Properties
E	-1462.6574	a.u.
strongest force on any atom	0.27	eV Å⁻¹
M	368.5	g/mol
SMILES	CCOCCOCP.CC(C)=O.CC(C)=O.CC(C)=O.CC(C)=O
gap between HOMO and LUMO	9.264	eV

Last columns: bonded neighbours and bond lengths (Å).
Cartesian coordinates (Å):
1 C 4.51 -0.74 -0.22  C2 1.529, H9 1.089, H10 1.089, H11 1.091
2 C 3.47 -0.54 -1.32  C1 1.529, O3 1.417, H12 1.095, H13 1.097
3 O 2.18 -0.87 -0.84  C2 1.417, C4 1.417
4 C 1.14 -0.03 -1.31  O3 1.417, C5 1.513, H14 1.094, H15 1.096
5 C -0.10 -0.81 -1.65  C4 1.513, O6 1.420, H16 1.095, H17 1.094
6 O -0.81 -1.26 -0.51  C5 1.420, C7 1.416
7 C -2.16 -0.83 -0.44  O6 1.416, P8 1.864, H18 1.096, H19 1.090
8 P -2.50 0.95 -0.01  C7 1.864, H20 1.404, H21 1.414
9 H 5.28 -1.47 -0.50  C1 1.089
10 H 4.03 -1.07 0.70  C1 1.089
11 H 5.02 0.21 -0.02  C1 1.091
12 H 3.48 0.51 -1.64  C2 1.095
13 H 3.71 -1.15 -2.20  C2 1.097
14 H 1.46 0.52 -2.20  C4 1.094
15 H 0.90 0.71 -0.54  C4 1.096
16 H 0.18 -1.69 -2.24  C5 1.095
17 H -0.74 -0.17 -2.28  C5 1.094
18 H -2.70 -1.08 -1.35  C7 1.096
19 H -2.61 -1.40 0.37  C7 1.090
20 H -1.32 1.51 -0.51  P8 1.404
21 H -2.03 0.82 1.32  P8 1.414
22 C 1.84 3.92 -2.16  C23 1.509, H26 1.087, H27 1.092, H28 1.092
23 C 0.65 3.41 -2.94  C22 1.509, O24 1.210, C25 1.509
24 O -0.16 2.67 -2.44  C23 1.210
25 C 0.54 3.86 -4.38  C23 1.509, H29 1.092, H30 1.091, H31 1.087
26 H 1.81 3.53 -1.15  C22 1.087
27 H 2.77 3.61 -2.65  C22 1.092
28 H 1.83 5.01 -2.14  C22 1.092
29 H 1.43 3.56 -4.94  C25 1.092
30 H 0.49 4.95 -4.42  C25 1.091
31 H -0.35 3.43 -4.83  C25 1.087
32 C -6.00 -3.37 0.55  C33 1.507, H36 1.088, H37 1.092, H38 1.092
33 C -5.13 -3.41 -0.69  C32 1.507, O34 1.210, C35 1.511
34 O -4.96 -2.44 -1.39  C33 1.210
35 C -4.47 -4.73 -0.99  C33 1.511, H39 1.092, H40 1.092, H41 1.087
36 H -6.42 -2.37 0.66  C32 1.088
37 H -6.80 -4.10 0.47  C32 1.092
38 H -5.41 -3.62 1.43  C32 1.092
39 H -5.22 -5.51 -1.13  C35 1.092
40 H -3.84 -5.04 -0.15  C35 1.092
41 H -3.86 -4.64 -1.89  C35 1.087
42 C 6.53 4.15 0.85  C43 1.509, H46 1.087, H47 1.092, H48 1.092
43 C 5.30 3.46 0.31  C42 1.509, O44 1.209, C45 1.510
44 O 5.13 3.30 -0.88  C43 1.209
45 C 4.29 2.99 1.33  C43 1.510, H49 1.091, H50 1.091, H51 1.088
46 H 7.18 4.45 0.02  C42 1.087
47 H 6.25 5.03 1.42  C42 1.092
48 H 7.07 3.48 1.52  C42 1.092
49 H 3.92 3.83 1.91  C45 1.091
50 H 4.75 2.28 2.02  C45 1.091
51 H 3.47 2.51 0.81  C45 1.088
52 C -2.92 -2.41 3.10  C53 1.509, H56 1.087, H57 1.092, H58 1.091
53 C -3.85 -3.01 4.13  C52 1.509, O54 1.209, C55 1.509
54 O -4.80 -3.69 3.81  C53 1.209
55 C -3.54 -2.71 5.57  C53 1.509, H59 1.092, H60 1.092, H61 1.087
56 H -3.24 -2.70 2.10  C52 1.087
57 H -2.91 -1.32 3.19  C52 1.092
58 H -1.90 -2.76 3.27  C52 1.091
59 H -3.55 -1.63 5.74  C55 1.092
60 H -2.54 -3.07 5.82  C55 1.092
61 H -4.27 -3.19 6.22  C55 1.087

For reference, the natural (NBO) charges in units of e are: number 1, C, carries -0.64; number 2, C, carries -0.06; number 3, O, carries -0.55; number 4, C, carries -0.08; number 5, C, carries -0.09; number 6, O, carries -0.54; number 7, C, carries -0.33; number 8, P, carries 0.24; number 9, H, carries 0.21; number 10, H, carries 0.23; number 11, H, carries 0.20; number 12, H, carries 0.17; number 13, H, carries 0.16; number 14, H, carries 0.17; number 15, H, carries 0.18; number 16, H, carries 0.18; number 17, H, carries 0.19; number 18, H, carries 0.20; number 19, H, carries 0.20; number 20, H, carries -0.01; number 21, H, carries -0.04; number 22, C, carries -0.72; number 23, C, carries 0.60; number 24, O, carries -0.56; number 25, C, carries -0.72; number 26, H, carries 0.23; number 27, H, carries 0.24; number 28, H, carries 0.23; number 29, H, carries 0.23; number 30, H, carries 0.23; number 31, H, carries 0.24; number 32, C, carries -0.74; number 33, C, carries 0.60; number 34, O, carries -0.55; number 35, C, carries -0.72; number 36, H, carries 0.23; number 37, H, carries 0.23; number 38, H, carries 0.25; number 39, H, carries 0.23; number 40, H, carries 0.23; number 41, H, carries 0.23; number 42, C, carries -0.72; number 43, C, carries 0.60; number 44, O, carries -0.55; number 45, C, carries -0.73; number 46, H, carries 0.24; number 47, H, carries 0.23; number 48, H, carries 0.23; number 49, H, carries 0.23; number 50, H, carries 0.23; number 51, H, carries 0.24; number 52, C, carries -0.72; number 53, C, carries 0.60; number 54, O, carries -0.55; number 55, C, carries -0.72; number 56, H, carries 0.23; number 57, H, carries 0.23; number 58, H, carries 0.24; number 59, H, carries 0.23; number 60, H, carries 0.23; number 61, H, carries 0.24